Here is a 16-piece molecular cluster, C75H184N16O29 overall from OMol25. Energies are from ωB97M-V with the def2-TZVPD basis set.

Atoms and positions in Å:
C  -1.7781  -0.5861  5.8938
O  -2.0854  -1.8193  5.3365
C  -2.8461  -2.6403  6.1910
C  -3.4372  -3.8313  5.4059
N  -4.3733  -3.3314  4.2932
H  -5.0848  -2.6711  4.5724
H  -3.7112  -2.9719  3.6205
C  -5.1034  -4.3933  3.5064
C  -6.0977  -3.8159  2.4760
O  -6.7824  -2.6759  2.9831
C  -7.3743  -1.8393  2.0110
H  -1.3268  0.0665  5.1464
H  -1.0587  -0.6157  6.7122
H  -2.6372  -0.0846  6.3393
H  -3.6072  -2.0047  6.6435
H  -2.2063  -2.8943  7.0361
H  -4.0332  -4.3823  6.1334
H  -2.6796  -4.5349  5.0607
H  -5.6210  -5.0405  4.2144
H  -4.2685  -4.9302  3.0562
H  -6.7784  -4.5143  1.9892
H  -5.5216  -3.4877  1.6108
H  -7.6290  -1.0058  2.6657
H  -8.3528  -2.1803  1.6729
H  -6.8170  -1.4427  1.1624
C  -2.3351  3.6829  1.0644
O  -2.5374  2.3033  1.1902
C  -1.4636  1.6678  1.8335
C  -1.6550  0.1959  1.5610
N  -2.1470  -0.1863  0.1519
H  -2.1227  -1.1959  0.1375
H  -3.1459  -0.0409  0.1172
C  -1.4492  0.5096  -1.1052
C  -0.0683  -0.0688  -1.2734
O  0.6510  0.2867  -0.0465
C  2.0645  -0.0093  -0.1994
H  -3.1576  4.1570  0.5287
H  -1.4971  3.8757  0.3946
H  -2.1229  4.0259  2.0770
H  -1.5304  1.7992  2.9135
H  -0.4468  2.0131  1.6465
H  -2.4597  -0.2729  2.1272
H  -0.7968  -0.4662  1.6765
H  -1.4859  1.5391  -0.7492
H  -2.0479  0.4457  -2.0138
H  0.4158  0.3803  -2.1406
H  -0.0859  -1.1245  -1.5440
H  2.3587  -0.9735  -0.6138
H  2.5335  -0.0292  0.7844
H  2.6011  0.7322  -0.7913
C  -6.6894  9.0666  3.0718
O  -6.7240  7.7310  2.7288
C  -7.9488  6.9843  3.0995
C  -7.8585  5.5674  2.4689
N  -6.6255  4.8489  3.0664
H  -5.8842  5.5283  3.1607
H  -6.8156  4.5790  4.0209
C  -6.2377  3.6870  2.1311
C  -5.2326  2.7192  2.9549
O  -5.7373  2.4000  4.2538
C  -4.9095  1.3882  4.8874
H  -5.6563  9.3606  2.8863
H  -6.9578  9.2887  4.1046
H  -7.2656  9.7615  2.4609
H  -8.8520  7.4913  2.7599
H  -8.0092  6.9299  4.1865
H  -7.6660  5.5708  1.3961
H  -8.7354  4.9439  2.6430
H  -5.6938  4.0672  1.2663
H  -7.1787  3.1711  1.9401
H  -4.2279  3.1376  3.0150
H  -5.1194  1.7439  2.4815
H  -3.8748  1.6838  4.7140
H  -5.1655  0.4567  4.3827
H  -5.2032  1.3755  5.9370
C  2.0862  4.0978  0.3330
O  1.9866  5.2602  1.1705
C  0.6854  5.8736  1.0534
C  0.6388  7.1304  1.9362
N  1.9421  7.8672  1.9266
H  2.5761  7.0810  1.9327
H  2.0596  8.3376  1.0406
C  2.2889  8.7350  3.1544
C  3.4989  9.6523  2.9534
O  3.3399  10.7592  2.0350
C  4.3001  11.7267  2.4388
H  1.9519  4.3829  -0.7105
H  1.3958  3.2878  0.5681
H  3.1111  3.7273  0.3513
H  0.0062  5.1463  1.4980
H  0.3749  6.1891  0.0573
H  0.4944  6.7454  2.9456
H  -0.2366  7.7367  1.7032
H  2.4397  7.8909  3.8273
H  1.3206  9.2327  3.2070
H  4.4034  9.1545  2.6036
H  3.7266  9.9649  3.9725
H  4.0003  12.3566  3.2763
H  4.4924  12.3572  1.5707
H  5.3134  11.3799  2.6418
C  5.0600  -8.9796  0.3298
C  3.9752  -8.1414  1.0676
N  2.9155  -7.3826  0.1093
C  2.3915  -8.3166  -0.9104
C  1.7118  -6.9470  1.0473
C  2.0242  -6.1095  2.3304
C  3.6226  -6.1199  -0.4719
C  3.0213  -5.4846  -1.6849
O  1.6044  -5.2366  -1.4255
C  1.2386  -3.8803  -1.3205
H  4.5007  -9.7805  -0.1537
H  5.7964  -9.4188  1.0029
H  5.6866  -8.3799  -0.3303
H  4.3250  -7.3639  1.7467
H  3.3413  -8.8527  1.5971
H  1.6484  -7.7560  -1.4776
H  1.9523  -9.1639  -0.3840
H  3.1921  -8.6871  -1.5508
H  1.2534  -7.8553  1.4384
H  0.9129  -6.4943  0.4600
H  2.7730  -6.6322  2.9255
H  1.1127  -6.0018  2.9184
H  2.3236  -5.0631  2.2712
H  4.6962  -6.3082  -0.4775
H  3.5420  -5.4620  0.3934
H  3.0535  -6.2191  -2.4896
H  3.5558  -4.6040  -2.0410
H  1.3773  -3.4448  -2.3101
H  1.7916  -3.1904  -0.6831
H  0.1567  -3.8664  -1.1884
C  9.5578  2.6199  -1.1074
C  8.1560  2.9222  -0.5229
N  7.1939  1.6526  -0.4149
C  5.8259  2.0847  0.1446
C  6.9252  1.0929  -1.8250
C  6.5343  2.1450  -2.9096
C  7.8068  0.4696  0.3972
C  8.4016  0.7944  1.7398
O  7.7442  1.7241  2.5915
C  6.8111  1.0448  3.4313
H  9.5193  2.3210  -2.1549
H  10.2360  1.9361  -0.5970
H  10.1181  3.5427  -1.2575
H  7.6157  3.6395  -1.1406
H  8.2180  3.3679  0.4698
H  6.0482  2.4314  1.1538
H  5.0515  1.3276  0.2681
H  5.4004  2.8364  -0.5203
H  6.2230  0.2864  -1.6141
H  7.8045  0.5488  -2.1696
H  5.4955  2.4317  -2.7457
H  6.5402  1.4804  -3.7736
H  7.2377  2.9589  -3.0853
H  8.4974  -0.1213  -0.2046
H  6.9374  -0.1777  0.5123
H  9.3783  1.2231  1.5153
H  8.7179  -0.1516  2.1794
H  6.2790  1.7351  4.0858
H  7.3823  0.3220  4.0139
H  6.0407  0.5361  2.8517
C  0.3868  3.5606  4.2241
C  1.0463  3.1695  5.5769
N  2.6365  3.2441  5.5307
C  3.0801  4.6998  5.2971
C  3.1710  2.7414  6.8814
C  2.9184  3.6668  8.0972
C  3.3273  2.4405  4.3433
C  3.1274  0.9027  4.2421
O  1.7427  0.6496  4.1238
C  1.5222  -0.7047  3.6340
H  -0.6883  3.5087  4.3962
H  0.6286  2.7926  3.4894
H  0.6299  4.5149  3.7569
H  0.8285  2.1757  5.9682
H  0.8238  3.8756  6.3769
H  2.7329  5.2869  6.1473
H  2.7645  5.1380  4.3502
H  4.1664  4.6282  5.2427
H  4.2416  2.6627  6.6926
H  2.8007  1.7288  7.0414
H  3.2131  4.7146  8.1548
H  3.5304  3.2254  8.8838
H  1.8741  3.6274  8.4070
H  4.3923  2.6425  4.4572
H  3.0308  2.9198  3.4103
H  3.5414  0.4043  5.1186
H  3.6950  0.5908  3.3654
H  0.4796  -0.9047  3.8813
H  2.1621  -1.4226  4.1470
H  1.7338  -0.7729  2.5669
C  0.9649  -6.8459  -4.4368
C  -0.5247  -6.8374  -4.4269
C  -1.0801  -6.4483  -3.0787
C  -2.6170  -6.2708  -3.1697
N  -3.2131  -5.3402  -2.0632
C  -4.6932  -5.1325  -2.3428
C  -5.1253  -3.8471  -1.5081
C  -3.8385  -3.0259  -1.3892
C  -2.8006  -3.8678  -2.1997
C  -2.9859  -5.9946  -0.6864
H  1.3678  -5.8587  -4.2106
H  1.3487  -7.0813  -5.4295
H  1.3200  -7.6179  -3.7541
H  -0.9311  -7.8184  -4.6730
H  -0.9870  -6.2316  -5.2062
H  -0.6615  -5.5174  -2.6963
H  -0.8426  -7.1013  -2.2390
H  -3.1581  -7.2130  -3.2569
H  -2.9061  -5.7007  -4.0525
H  -5.2373  -5.9996  -1.9683
H  -5.0495  -5.2236  -3.3689
H  -5.5167  -4.2528  -0.5752
H  -5.9430  -3.2368  -1.8914
H  -3.6721  -3.0317  -0.3120
H  -3.8896  -1.9580  -1.6015
H  -1.7546  -3.7024  -1.9414
H  -2.9187  -3.6545  -3.2620
H  -1.9222  -6.1522  -0.5080
H  -3.5953  -6.8961  -0.6241
H  -3.3762  -5.3818  0.1262
C  -4.1593  3.1474  -2.1809
C  -3.9534  2.5764  -3.5730
C  -4.8993  1.4611  -3.9677
C  -4.5860  0.7943  -5.3367
N  -5.4448  -0.4768  -5.6085
C  -4.9616  -1.6644  -4.6963
C  -4.8154  -2.9294  -5.6224
C  -5.5591  -2.4458  -6.8606
C  -5.3025  -0.9755  -7.0492
C  -6.9618  -0.2046  -5.3961
H  -4.0006  2.4422  -1.3651
H  -5.1863  3.4985  -2.0798
H  -3.4944  3.9996  -2.0401
H  -2.9567  2.1428  -3.4914
H  -3.8902  3.3697  -4.3178
H  -5.8695  1.9528  -4.0398
H  -4.9729  0.6923  -3.1986
H  -3.5474  0.4807  -5.4422
H  -4.7815  1.6023  -6.0416
H  -5.6844  -1.8355  -3.8986
H  -3.9890  -1.3425  -4.3243
H  -5.3782  -3.7796  -5.2368
H  -3.7589  -3.1881  -5.6931
H  -6.6422  -2.5671  -6.8468
H  -5.1186  -2.9512  -7.7200
H  -6.0654  -0.5715  -7.7147
H  -4.3322  -0.7535  -7.4935
H  -7.5679  -1.0183  -5.7944
H  -7.2213  0.6771  -5.9820
H  -7.2457  -0.0252  -4.3591
C  6.2325  -4.6518  -5.7731
C  4.7080  -4.6839  -5.6269
C  4.2026  -3.4838  -4.9103
C  4.4166  -2.1913  -5.7152
N  3.6069  -0.9891  -5.1471
C  2.0270  -1.2294  -5.1788
C  1.4582  0.2089  -5.2586
C  2.5731  1.1685  -5.8011
C  3.8304  0.3264  -5.9749
C  4.0108  -0.6227  -3.7178
H  6.7440  -4.5491  -4.8161
H  6.6645  -3.7415  -6.1889
H  6.6524  -5.4156  -6.4277
H  4.3906  -5.5608  -5.0626
H  4.1964  -4.8150  -6.5805
H  4.5880  -3.3562  -3.8988
H  3.1247  -3.6065  -4.8050
H  4.0271  -2.3107  -6.7262
H  5.4155  -1.7946  -5.5341
H  1.7745  -1.6760  -4.2171
H  1.6731  -1.7348  -6.0773
H  1.0347  0.5664  -4.3200
H  0.5488  0.2086  -5.8595
H  2.9061  1.9594  -5.1290
H  2.2608  1.6350  -6.7354
H  4.8187  0.7058  -5.7155
H  3.9560  0.0728  -7.0276
H  3.5926  -1.4337  -3.1216
H  3.5534  0.3286  -3.4459
H  5.0964  -0.5375  -3.7668
N  0.1211  3.6407  -3.2163
O  1.1348  3.0586  -3.4281
O  -0.4459  4.0767  -4.1894
O  -0.3505  3.7217  -2.0922
N  -6.0687  0.2333  -0.3822
O  -6.5130  1.3561  -0.0864
O  -6.6252  -0.4090  -1.2088
O  -5.0230  -0.1966  0.1798
N  -3.1146  6.5245  2.2251
O  -2.1979  6.8238  3.0078
O  -3.0788  6.7819  1.0343
O  -4.0581  5.9543  2.6580
N  -1.6002  -3.2950  2.0142
O  -1.1625  -2.9924  0.9032
O  -1.0348  -4.1165  2.6873
O  -2.6136  -2.6974  2.3661
N  4.6593  -1.9342  0.3993
O  4.7635  -1.5507  -0.7449
O  4.4487  -3.1350  0.6118
O  4.7251  -1.1251  1.3249
N  -1.5457  -1.7828  -5.0539
O  -1.1574  -2.9644  -4.9605
O  -1.9903  -1.3447  -6.0982
O  -1.3527  -1.0569  -4.0927

Atomic forces in eV per Å
0.4 0.9 0.5
0.0 -0.3 -0.9
0.3 0.5 -0.4
-0.9 0.6 1.4
0.1 -1.6 0.4
0.1 0.7 0.4
0.7 1.3 -1.0
-0.3 -0.4 0.6
0.7 1.3 -0.9
1.3 -1.5 0.1
-1.5 1.4 1.0
-0.2 -0.1 -0.3
0.3 -0.5 0.2
-0.4 0.1 -0.2
-0.7 -0.2 -0.1
-0.1 -0.9 0.1
-0.2 -0.1 -0.1
-0.1 0.5 -0.7
0.1 0.0 0.1
-0.4 -0.3 -0.4
-0.2 -0.7 0.8
0.5 0.4 -0.1
-0.1 0.5 -0.5
0.1 -0.6 -0.2
0.7 -0.7 0.3
0.5 0.4 -0.4
0.2 -0.8 -0.4
-0.7 -0.8 0.2
-0.4 -1.8 -1.0
0.8 1.1 -1.0
0.8 -0.8 -0.1
-1.0 0.9 -0.1
-0.6 -0.5 1.9
0.2 1.3 0.6
1.3 -1.5 -1.7
-0.2 0.3 0.7
-0.3 -0.1 0.7
0.5 0.0 0.0
-0.3 0.9 -0.1
-0.3 0.0 0.5
-0.1 0.2 -1.1
0.0 0.5 0.5
0.2 0.6 0.4
0.6 0.1 -0.6
-0.2 -0.5 0.2
0.0 0.5 0.0
0.0 -0.4 0.7
-0.8 -0.3 -0.3
-0.2 0.3 0.1
-0.3 0.4 -0.2
0.7 1.5 0.2
-2.0 -2.6 -0.1
1.3 0.4 -0.9
1.2 0.6 0.8
-1.2 0.1 -1.6
1.0 0.6 -0.6
-0.2 -0.8 0.2
1.4 -1.2 3.1
-1.1 -0.2 -0.5
0.1 0.5 0.4
-1.3 1.3 -1.0
0.1 0.1 0.3
0.1 -0.3 0.3
-0.5 -0.4 -0.4
0.0 0.0 -0.2
0.0 -0.1 0.2
-0.1 0.4 0.1
0.0 0.1 0.2
-0.4 0.1 0.1
0.3 0.0 -0.4
-0.1 0.5 0.1
-0.2 0.2 -1.0
0.3 -0.3 0.3
0.4 -0.4 0.2
0.3 -0.1 -0.1
0.6 0.4 -0.8
-0.3 0.2 -0.2
0.3 0.3 0.6
-0.5 -0.9 0.9
0.3 -0.6 -0.5
0.8 -0.2 -0.5
0.1 0.5 -0.3
-1.0 -0.6 -2.5
-0.2 0.1 -0.3
-0.1 -1.3 1.9
0.7 1.4 -1.2
-0.5 -0.1 -0.1
-0.2 0.2 0.2
0.1 0.0 0.6
-0.6 0.3 -0.4
0.3 -0.7 -0.4
0.0 0.5 0.3
0.2 0.1 0.0
0.1 0.9 1.0
0.4 0.5 1.2
0.0 -0.7 0.1
0.0 0.5 0.1
-0.4 -0.2 0.0
-0.5 0.2 0.0
-0.1 -0.9 0.2
-0.8 1.0 0.3
-0.5 0.0 -0.9
0.7 0.4 1.4
0.0 0.2 0.1
0.1 0.3 0.7
0.3 -0.2 -0.4
0.1 0.1 2.4
-1.5 -0.9 -0.2
1.6 -0.4 0.3
-0.4 0.6 -1.7
0.6 0.0 -0.4
-0.5 0.0 0.4
-0.4 -0.1 -0.4
0.2 -0.2 -0.2
0.0 0.2 0.2
0.0 -0.3 -0.1
-0.1 0.0 -0.1
-0.1 0.2 0.0
0.4 -0.4 -0.3
0.6 0.2 -0.4
-0.2 0.1 0.2
-0.2 -0.6 -0.1
0.3 -0.1 -0.9
-0.1 -0.3 -0.7
-0.1 0.5 -0.2
-0.1 0.1 -0.3
0.1 0.1 0.5
0.0 0.3 -0.5
0.0 -0.7 0.9
0.2 0.2 0.7
-0.4 0.3 -0.8
0.0 -1.1 0.3
0.7 0.1 -0.8
0.9 0.3 0.5
0.8 0.6 0.3
-0.5 -2.0 0.8
-2.3 0.2 -0.1
1.8 1.1 -0.6
-0.4 -0.8 -0.4
0.1 -0.2 -0.1
-0.4 -0.5 0.0
-0.5 0.0 0.3
-0.2 0.4 0.7
0.1 -0.2 0.0
0.0 -0.4 0.1
-0.1 0.5 -0.2
0.7 -0.9 -0.5
0.4 0.2 0.2
-0.6 0.3 -0.4
0.4 0.4 0.3
0.2 0.6 -0.2
-0.1 0.4 -0.5
-0.2 -0.2 0.2
0.3 0.6 -0.1
-0.2 -0.1 0.1
0.1 0.5 0.2
-0.6 -0.2 0.5
0.5 0.3 0.0
-0.3 -0.1 0.3
0.0 -0.3 -0.2
0.2 -1.3 0.7
1.6 1.1 -0.7
-0.7 -0.1 -1.2
0.3 -1.1 0.6
0.7 1.5 -0.6
-0.3 -0.9 0.3
-0.5 -0.2 0.7
-0.7 1.7 0.6
0.6 -0.9 -0.4
-0.3 0.7 0.5
0.0 0.2 -0.1
-0.1 -0.1 0.1
0.1 0.2 0.6
-0.2 0.0 -0.6
-0.2 0.1 -0.2
0.2 0.0 -0.3
-0.5 -0.5 0.1
0.0 0.4 0.4
0.1 0.0 0.2
-0.2 0.2 0.0
0.2 -0.1 -0.9
-0.3 -0.2 0.2
0.1 -0.1 0.1
0.0 0.0 0.2
-0.4 0.0 0.1
0.1 -0.2 0.1
0.0 -0.1 -0.2
0.1 -0.2 -0.3
0.0 0.0 0.2
-0.2 0.1 0.0
0.6 0.0 -0.8
-1.1 -0.5 0.0
-1.4 1.0 0.9
0.3 1.4 0.1
-0.6 -0.5 -0.3
-2.0 -0.5 1.6
-0.1 -0.9 -1.3
0.4 -1.3 1.1
0.2 0.6 0.5
-0.6 0.9 -0.4
0.0 0.0 0.4
0.0 -0.2 0.0
0.3 0.2 0.1
0.2 -0.4 0.0
0.4 0.6 0.1
0.1 0.4 -0.5
0.1 -0.7 -0.3
-0.2 0.0 0.7
0.4 -0.1 -0.3
0.2 -0.1 0.6
1.2 0.8 -0.5
0.3 0.4 0.3
0.0 -0.4 -0.5
0.9 0.0 0.1
-0.2 -0.2 -0.7
-0.2 -0.1 0.1
0.2 0.0 0.0
-0.2 -0.1 -0.3
0.4 -0.2 -0.4
0.1 0.5 -0.3
-0.9 0.6 -0.1
1.6 -0.8 0.5
-0.6 -0.3 -0.5
-0.4 0.4 1.0
-0.7 0.7 0.3
0.2 0.0 -0.8
-1.2 1.4 1.1
1.2 -0.6 -1.7
0.0 -0.3 0.5
0.6 0.3 -0.3
0.1 -0.3 -0.1
-0.1 0.2 0.2
0.1 -0.1 0.0
0.4 0.0 -0.6
-0.2 0.0 0.0
-0.4 -0.4 0.0
0.1 0.0 0.3
0.0 -0.1 0.1
-0.3 -0.6 -0.7
0.1 0.5 0.0
-0.2 0.0 0.3
0.2 0.0 0.3
-0.1 0.1 -0.7
0.2 -0.6 0.3
-0.6 -0.2 -0.3
0.0 0.5 0.4
0.2 0.1 0.6
0.4 -0.2 0.1
0.2 0.1 0.1
0.5 -0.1 0.0
0.5 0.6 -0.3
1.0 -0.7 -0.2
-1.3 1.4 0.0
-0.9 1.1 1.8
-1.4 0.6 -0.6
1.1 2.1 0.3
-0.1 0.5 0.3
0.4 -0.2 0.7
-0.2 -1.9 -1.1
-0.7 -0.9 -1.4
-0.1 -1.0 0.4
-0.7 0.4 -0.7
-0.1 -0.3 0.5
0.2 -0.2 0.1
0.1 0.3 -0.2
0.3 -0.2 0.0
-0.3 0.0 0.1
0.7 0.1 -0.1
0.3 -0.4 -1.1
-0.1 -0.5 -0.5
0.7 -0.6 0.3
0.5 0.0 0.3
0.3 0.0 -0.5
-1.1 0.2 0.3
0.2 -0.1 0.1
-0.3 0.4 0.5
-0.1 -0.6 0.0
0.7 0.3 0.5
0.0 -0.1 -0.1
-0.1 -0.2 0.6
-2.1 0.6 -1.2
5.4 -3.0 0.4
-2.3 1.7 -1.6
-0.9 0.3 2.7
0.7 3.0 1.5
0.4 0.1 0.6
-1.4 -2.8 -2.7
0.8 -0.5 0.4
1.9 1.3 -0.7
1.6 0.5 0.3
1.0 0.6 -1.6
-4.3 -2.8 2.2
0.7 0.5 -1.5
0.9 0.3 -1.8
0.4 -1.5 1.6
-2.3 0.7 1.3
-0.6 -1.4 1.0
0.5 1.2 -2.9
-0.1 -0.6 0.5
0.3 1.0 1.3
1.6 -1.0 -0.1
-0.3 -1.3 -0.2
-1.1 0.5 -1.3
-0.3 1.8 2.0

The highest occupied orbital energy comes out at -12.74 eV. For the strongest force on any atom, the calculation gives 6.22 eV/Å. As for the total charge: +4. The HOMO-LUMO gap comes out at 6.411 eV. For the calculated total energy, the calculation gives -163914.0502 eV.